Record 1
Formula: C26H49Cl2FN3O5
Source: the Open Molecules 2025 dataset
Level of theory: ωB97M-V with the def2-TZVPD basis set

Geometry as ORCA input:
```
! wB97M-V def2-TZVPD RIJCOSX def2/J DEFGRID3
* xyz 1 1
C -0.8037 -3.2018 -8.0518
C -0.5024 -4.2854 -6.8246
C -1.8534 -4.3596 -5.8736
C -1.6420 -3.7106 -4.3761
C -1.2390 -2.1135 -4.3950
C -0.2224 -1.8554 -3.1272
C -1.0462 -1.8625 -1.6731
C -1.5668 -0.3254 -1.4433
C -0.6653 0.4788 -0.3312
N -0.4491 -0.2631 0.9693
C 0.1223 0.4180 2.0157
N 0.5301 1.8623 1.8583
C -0.5463 2.8471 2.1945
C -0.3823 4.3330 1.4601
O -1.7607 4.7820 1.0789
C -2.1265 4.2857 -0.2552
O -1.5262 4.5744 -1.4119
C -3.4733 3.3002 -0.3608
C -4.2689 3.4543 -1.7975
C 1.8785 2.1452 2.4458
C 1.9462 3.2215 3.6696
C 2.7739 2.7947 1.1869
Cl 3.8428 4.2197 1.6880
C 3.8129 1.6628 0.5249
C 4.1304 2.2468 -1.0100
Cl 5.4660 1.6050 1.3815
O 2.6232 0.9530 2.8542
C 1.8839 0.0481 3.7340
O 2.0993 0.3923 5.1798
C 2.6731 -1.4198 3.5613
C 1.7278 -2.7212 3.8371
C 0.9452 -3.2897 2.4718
O -0.4781 -3.5508 2.8689
N 0.4481 -0.2174 3.3770
C -0.5467 0.2725 4.3965
C -0.8714 -0.7582 5.6282
F -1.6057 -1.9923 5.1671
H -1.2785 -2.2225 -7.6148
H 0.1821 -2.9523 -8.6677
H -1.5840 -3.6518 -8.8203
H -0.3259 -5.3271 -7.3533
H 0.4423 -3.9483 -6.2211
H -2.7566 -3.8645 -6.4581
H -2.1340 -5.4941 -5.7224
H -2.6813 -3.7929 -3.8206
H -0.8343 -4.3730 -3.8198
H -2.2033 -1.4504 -4.3873
H -0.6260 -1.8636 -5.3841
H 0.5232 -2.7601 -3.0816
H 0.3755 -0.8395 -3.2391
H -0.2668 -2.2368 -0.8736
H -1.9982 -2.5522 -1.7608
H -2.7088 -0.2391 -1.1832
H -1.4233 0.2589 -2.4711
H -1.1244 1.5494 -0.2254
H 0.4198 0.6370 -0.8033
H -0.7181 -1.2861 1.0647
H -1.5567 2.4085 1.7300
H -0.7951 2.9441 3.3583
H 0.0062 5.1695 2.2084
H 0.2512 4.3009 0.4774
H -4.2158 3.5758 0.5135
H -3.2150 2.1658 -0.2382
H -3.6482 2.9399 -2.6762
H -4.5754 4.5530 -2.0661
H -5.2856 2.8360 -1.7320
H 1.1970 2.8380 4.5166
H 3.0160 3.1983 4.1998
H 1.6016 4.3099 3.4164
H 2.0340 3.0634 0.2892
H 3.3089 0.6204 0.3592
H 5.2977 2.4836 -1.0902
H 3.8996 1.4520 -1.8451
H 3.5824 3.2576 -1.2341
H 2.2637 -0.4894 5.6488
H 3.6773 -1.4037 4.1622
H 2.9805 -1.4608 2.4085
H 2.4674 -3.6120 4.1313
H 0.9801 -2.6293 4.7318
H 1.0425 -2.5394 1.5791
H 1.3844 -4.3202 2.1147
H -1.0453 -3.6945 2.0491
H -1.5779 0.4107 3.8093
H -0.3175 1.3171 4.8710
H 0.1416 -1.1082 6.0991
H -1.5060 -0.1487 6.4333
*
```

The structure (SMILES) is CCCCCCCCCNC1=[N+](CCOC(=O)CC)[C@](C)([C@@H](Cl)[C@@H](C)Cl)O[C@](O)(CCCO)N1CCF. For the HOMO energy, the calculation gives -12.61 eV. As for the gap between HOMO and LUMO: 8.132 eV. As for the relative energy (zero: lowest compared OMol25 entry of this formula, charge and spin): 1311.1 kJ/mol.


Record 2
Formula: C16H45N4O5Sr2
Source: the Open Molecules 2025 dataset
Level of theory: ωB97M-V with the def2-TZVPD basis set

Geometry as ORCA input:
```
! wB97M-V def2-TZVPD RIJCOSX def2/J DEFGRID3
* xyz 3 1
Sr -0.4950 3.4426 0.7363
Sr 0.7394 1.3319 3.1250
O -0.4168 0.9599 0.9335
H -0.1660 0.0226 0.8192
C 4.7208 0.7045 1.0002
C 3.5679 0.4985 0.0903
C 3.7770 -0.7293 -0.7965
O 4.8848 -0.6624 -1.6297
C 5.2153 -1.7469 -2.4538
N 2.3819 0.3923 0.9314
H 4.4024 1.4179 1.7604
H 5.7046 0.8554 0.5557
H 4.7936 -0.1715 1.6448
H 3.4864 1.3970 -0.5213
H 2.8821 -0.8914 -1.3973
H 3.9962 -1.5792 -0.1502
H 4.4489 -2.1127 -3.1371
H 5.6117 -2.5996 -1.9025
H 6.0757 -1.5221 -3.0841
H 2.3356 1.3937 1.0546
H 1.5980 0.1834 0.3298
C 0.5710 -0.3673 -2.4666
C 0.7284 1.1780 -2.6150
C 0.6065 1.8368 -4.0301
O 1.2799 3.0603 -4.1445
C 1.3271 3.6311 -5.4195
N -0.0898 1.8515 -1.6545
H -0.4046 -0.7052 -2.8159
H 0.4823 -0.7193 -1.4388
H 1.3761 -0.9528 -2.9105
H 1.7527 1.3219 -2.2714
H -0.4542 1.8925 -4.2749
H 1.0925 1.1102 -4.6812
H 0.3444 3.3328 -5.7847
H 2.0410 3.3929 -6.2079
H 1.3821 4.7132 -5.3000
H -1.0642 1.8732 -1.9195
H -0.1942 1.3320 -0.7946
C -1.5839 -1.3252 6.5000
C -0.6568 -0.9432 5.3426
C -0.9222 -1.6535 4.0354
O 0.1579 -1.2877 3.1347
C 0.0129 -1.9050 1.8594
N -0.6338 0.5042 5.1319
H -1.6891 -2.3932 6.6905
H -2.5746 -0.9683 6.2184
H -1.3547 -0.8652 7.4612
H 0.3274 -1.3261 5.6126
H -1.8981 -1.4305 3.6041
H -0.9139 -2.7288 4.2136
H 0.8908 -1.6278 1.2759
H -0.7631 -1.4462 1.2465
H -0.1606 -2.9654 2.0424
H -0.4747 0.8328 6.0736
H -1.5613 0.8706 4.9722
C -5.5581 0.4187 -0.4539
C -4.2555 0.0452 0.1544
C -3.2923 -0.5901 -0.9091
O -3.8577 -1.8772 -1.1908
C -3.2012 -2.4454 -2.3477
N -3.5750 1.3004 0.6452
H -6.0074 -0.4628 -0.9112
H -5.5398 1.1339 -1.2763
H -6.1573 0.7165 0.4065
H -4.4971 -0.5683 1.0223
H -2.2639 -0.8048 -0.6187
H -3.2120 0.1039 -1.7458
H -3.6834 -3.3811 -2.6309
H -2.1327 -2.6207 -2.2222
H -3.2069 -1.7615 -3.1964
H -2.5908 1.1514 0.8168
H -3.4929 1.9342 -0.1368
*
```

For the HOMO energy, the calculation gives -16.33 eV. As for the gap between HOMO and LUMO: 4.029 eV. As for the relative energy (zero: lowest compared OMol25 entry of this formula, charge and spin): 222.6 kJ/mol.


Record 3
Formula: C5H6O2
Source: the Open Molecules 2025 dataset
Level of theory: ωB97M-V with the def2-TZVPD basis set

Geometry as ORCA input:
```
! wB97M-V def2-TZVPD RIJCOSX def2/J DEFGRID3
* xyz 0 1
O 1.4182 0.9110 1.5854
C 0.6511 0.2453 0.9423
C -0.6221 -0.4013 1.5135
O -1.2543 -1.0413 0.4122
C -0.6311 -0.6290 -0.7154
C 0.2144 1.0022 -1.3581
C 0.7167 -0.1413 -0.5567
H -1.3271 0.3273 1.9214
H -0.3718 -1.1298 2.2947
H -0.9361 -1.1994 -1.5923
H 0.8332 1.9094 -1.2979
H -0.2243 0.9571 -2.3405
H 1.5328 -0.8102 -0.8087
*
```

For the HOMO energy (spin up / spin down), the calculation gives -8.13 / -8.13 eV. As for the gap between HOMO and LUMO (spin up / spin down): 8.694 / 8.697 eV. As for the relative energy (zero: lowest compared OMol25 entry of this formula, charge and spin): 393.2 kJ/mol.


Record 4
Formula: C4H7NOS2
Source: the Open Molecules 2025 dataset
Level of theory: ωB97M-V with the def2-TZVPD basis set

Geometry as ORCA input:
```
! wB97M-V def2-TZVPD RIJCOSX def2/J DEFGRID3
* xyz 0 1
C 2.5785 0.1782 0.1935
S 1.2316 1.1465 -0.2884
N 0.3863 0.3209 -1.4020
C -0.8143 -0.3313 -1.1683
O -1.5923 -0.6421 -2.0103
C -0.9716 -0.5289 0.4857
C -2.1735 0.2727 0.8926
S -0.1328 -1.6863 1.3296
H 3.3060 1.0637 0.7146
H 2.1401 -0.6379 0.8895
H 3.1055 -0.4698 -0.6184
H 0.6288 0.4145 -2.3540
H -2.5300 -0.2581 1.9016
H -2.1018 1.3191 1.1391
H -3.0605 -0.1611 0.2951
*
```

The structure (SMILES) is CSNC(=O)C(C)=S. For the HOMO energy, the calculation gives -8.84 eV. As for the gap between HOMO and LUMO: 8.278 eV. As for the relative energy (zero: lowest compared OMol25 entry of this formula, charge and spin): 247.9 kJ/mol.


Record 5
Formula: C2H2Cl3NSi
Source: the Open Molecules 2025 dataset
Level of theory: ωB97M-V with the def2-TZVPD basis set

Geometry as ORCA input:
```
! wB97M-V def2-TZVPD RIJCOSX def2/J DEFGRID3
* xyz 0 1
N -1.1111 0.6715 -1.9724
C -0.3059 0.3521 -1.2577
C 0.7819 -0.1171 -0.4081
Si 0.6278 -1.4899 0.7570
Cl 2.1355 -2.4931 1.5764
Cl -1.0989 -2.3363 1.3510
H 1.6389 0.3858 -0.5895
Cl -1.7893 2.9110 0.5151
H -0.8789 2.1159 0.0282
*
```

The structure (SMILES) is N#CC=[Si](Cl)Cl.Cl. For the HOMO energy, the calculation gives -9.33 eV. As for the gap between HOMO and LUMO: 8.571 eV. As for the relative energy (zero: lowest compared OMol25 entry of this formula, charge and spin): 326.6 kJ/mol.


Record 6
Formula: C15H30AsFIO5S
Source: the Open Molecules 2025 dataset
Level of theory: ωB97M-V with the def2-TZVPD basis set

Geometry as ORCA input:
```
! wB97M-V def2-TZVPD RIJCOSX def2/J DEFGRID3
* xyz -1 1
C 2.5711 2.3909 0.4132
C 2.2584 0.8090 0.1625
C 3.7180 0.1177 0.3203
C 1.6819 0.7010 -1.3166
As 0.0998 -0.5330 -1.6018
I -0.5804 1.1029 -3.5680
C 1.1362 -1.5072 -3.0283
C 2.5024 -2.1803 -2.5788
O 2.7197 -3.3800 -2.9071
C 0.6462 -1.8087 -0.1255
C 0.2300 -3.4120 -0.5305
C 0.6714 -4.5261 0.6206
O -0.8070 -4.0578 0.3426
O -0.7961 0.4038 -0.2860
C -1.5261 1.5631 -0.5739
C -2.2130 2.0404 0.8450
C -3.8285 2.1206 0.7034
C -1.8290 1.1313 2.0909
C -0.4014 1.6033 2.6646
C -2.8851 1.4963 3.2779
S -1.8864 -1.6364 -2.0104
O -1.8275 -2.8352 -2.8846
O -2.5617 -1.8597 -0.6740
F -2.9671 -0.5825 -2.8187
H 3.5198 2.6277 -0.1702
H 1.6778 3.0195 0.1092
H 2.7314 2.5660 1.5354
H 1.5556 0.5255 1.0007
H 4.3117 0.3232 -0.6249
H 3.6653 -0.9999 0.5081
H 4.2764 0.5576 1.2242
H 1.3061 1.7527 -1.5876
H 2.5624 0.5270 -2.0194
H 1.4484 -0.7041 -3.7918
H 0.5852 -2.2847 -3.6372
H 3.2965 -1.6838 -1.9273
H 1.7552 -1.8979 0.0501
H 0.0499 -1.6270 0.8281
H 0.3244 -3.7396 -1.6652
H 1.1769 -3.9957 1.4724
H 0.9775 -5.4644 0.0868
H -0.9270 2.5024 -0.8632
H -2.4682 1.4448 -1.2199
H -1.9014 3.1170 1.1084
H -4.1430 2.4258 -0.3591
H -4.3068 1.0895 0.8607
H -4.2680 2.9084 1.3929
H -1.9327 0.0145 1.9481
H 0.1207 2.2584 1.8791
H -0.5310 2.2211 3.6062
H 0.2733 0.7131 2.9148
H -2.9897 2.6200 3.4057
H -2.4010 1.0758 4.2312
H -3.8716 0.9455 3.1667
*
```

For the HOMO energy, the calculation gives -5.63 eV. As for the gap between HOMO and LUMO: 8.109 eV.


Record 7
Formula: C37H59NO4S5SiSn
Source: the Open Molecules 2025 dataset
Level of theory: ωB97M-V with the def2-TZVPD basis set

Geometry as ORCA input:
```
! wB97M-V def2-TZVPD RIJCOSX def2/J DEFGRID3
* xyz 2 1
Sn -0.0686 -0.1180 0.2721
C -2.2954 2.5676 -1.1020
C -2.1268 2.0443 -2.5191
S -1.4864 0.3610 -2.5823
C -2.9689 -0.6657 -2.4567
C -3.7945 -0.5379 -1.1831
S -2.8777 -0.9386 0.3424
C -3.6475 0.2126 1.5129
C -2.8637 0.3134 2.8144
S -1.0731 0.5485 2.6819
C -0.7951 2.3182 2.6569
C -1.3609 3.0628 1.4575
S -0.7675 2.4064 -0.1300
H -3.0866 2.0557 -0.5648
H -2.5281 3.6342 -1.1319
H -1.4058 2.6461 -3.0725
H -3.0810 2.0984 -3.0449
H -2.5897 -1.6808 -2.5820
H -3.6087 -0.4460 -3.3120
H -4.6330 -1.2328 -1.2415
H -4.2057 0.4629 -1.0690
H -4.6452 -0.1640 1.7397
H -3.7538 1.1795 1.0268
H -2.9493 -0.6142 3.3814
H -3.2718 1.1169 3.4286
H 0.2959 2.3942 2.6960
H -1.1840 2.7456 3.5813
H -1.0411 4.1040 1.5153
H -2.4500 3.0449 1.4391
C 4.9609 4.9903 1.3402
C 3.6365 4.9668 0.5639
C 3.5358 6.2130 -0.3285
C 2.4828 4.9969 1.5698
C 3.5871 3.7216 -0.3152
C 4.5623 3.5391 -1.3190
C 4.5918 2.4218 -2.1198
C 3.5976 1.4603 -1.9403
S 3.4079 -0.0664 -2.7364
C 2.0328 -0.3911 -1.7752
N 1.6972 0.5697 -0.9518
C 2.5981 1.6352 -0.9896
C 2.6174 2.7555 -0.1575
C 1.2680 -1.6389 -1.8401
C 1.6354 -2.7006 -2.6655
C 0.8739 -3.8566 -2.6841
C -0.2541 -3.9672 -1.8829
C -0.6251 -2.9180 -1.0437
C 0.1434 -1.7676 -1.0325
H 5.0069 5.8787 1.9713
H 5.8205 5.0137 0.6707
H 5.0533 4.1113 1.9800
H 3.4908 7.1100 0.2901
H 2.6375 6.1797 -0.9483
H 4.3979 6.3102 -0.9877
H 2.5499 5.9052 2.1676
H 2.5265 4.1476 2.2577
H 1.5124 5.0030 1.0603
H 5.3330 4.2860 -1.4515
H 5.3739 2.2862 -2.8543
H 1.8969 2.8299 0.6426
H 2.5200 -2.6259 -3.2874
H 1.1645 -4.6781 -3.3240
H -0.8444 -4.8739 -1.8992
H -1.4865 -3.0301 -0.3994
C 2.0159 -1.4682 6.1570
C 0.6638 -1.2249 5.4963
C -0.3365 -2.2853 5.9264
C 0.1590 0.1705 5.8493
O 0.7385 -1.3067 4.0564
Si 1.9620 -1.0455 3.0160
O 1.2250 -0.7518 1.5694
O 2.8035 0.2434 3.5349
C 4.1597 0.6722 3.2816
C 4.1874 2.1532 3.6182
C 4.5167 0.4454 1.8233
C 5.1006 -0.1087 4.1887
O 2.9751 -2.2934 2.8114
C 2.8279 -3.7004 2.5549
C 1.4421 -4.0058 2.0016
C 3.0493 -4.4591 3.8538
C 3.8983 -4.0545 1.5347
H 1.9034 -1.4250 7.2404
H 2.7364 -0.7106 5.8546
H 2.4104 -2.4483 5.8955
H -0.6295 -2.1337 6.9654
H 0.0886 -3.2858 5.8341
H -1.2294 -2.2315 5.3012
H 0.1941 0.3269 6.9267
H -0.8758 0.3034 5.5179
H 0.7892 0.9206 5.3671
H 3.5122 2.7025 2.9561
H 5.1948 2.5531 3.4973
H 3.8717 2.3133 4.6493
H 3.8262 0.9963 1.1922
H 4.4581 -0.6167 1.5736
H 5.5305 0.7948 1.6239
H 4.8582 0.0694 5.2368
H 6.1311 0.2037 4.0174
H 5.0190 -1.1769 3.9877
H 0.6717 -3.7117 2.7192
H 1.3468 -5.0741 1.8056
H 1.2841 -3.4603 1.0728
H 2.2659 -4.2165 4.5719
H 4.0164 -4.2030 4.2872
H 3.0217 -5.5335 3.6709
H 3.7217 -3.5156 0.6004
H 3.8932 -5.1254 1.3298
H 4.8828 -3.7781 1.9127
*
```

For the HOMO energy, the calculation gives -13.55 eV. As for the gap between HOMO and LUMO: 7.326 eV. As for the relative energy (zero: lowest compared OMol25 entry of this formula, charge and spin): 52.6 kJ/mol.


Record 8
Formula: C25H28F3N4O4S4Sr
Source: the Open Molecules 2025 dataset
Level of theory: ωB97M-V with the def2-TZVPD basis set

Geometry as ORCA input:
```
! wB97M-V def2-TZVPD RIJCOSX def2/J DEFGRID3
* xyz -1 1
Sr 1.2940 -0.7295 -0.2439
C -2.8531 -2.5992 1.7877
C -1.3909 -2.3818 1.4626
N -1.0534 -1.5329 0.5419
N -2.1651 -1.0860 -0.1904
C -2.0557 -0.0753 -0.9552
S -0.7955 1.1439 -1.0961
S -3.4315 0.3073 -2.0223
C -4.4073 -1.2227 -1.9833
C -4.0255 -2.2477 -3.0179
C -4.9594 -2.6524 -3.9666
C -4.6345 -3.6026 -4.9268
C -3.3626 -4.1547 -4.9508
C -2.4205 -3.7504 -4.0120
C -2.7497 -2.8073 -3.0517
C -0.4082 -3.1964 2.2093
C -0.8934 -4.3410 2.8731
C -0.0876 -5.2088 3.5742
C 1.2832 -4.9366 3.6494
C 1.8034 -3.8441 3.0109
C 1.0014 -2.9495 2.2478
O 1.5770 -1.9694 1.6498
H -3.4204 -1.6964 1.5866
H -2.9780 -2.8759 2.8304
H -3.2713 -3.3918 1.1618
H -5.4407 -0.9091 -2.1365
H -4.3105 -1.6188 -0.9728
H -5.9539 -2.2187 -3.9539
H -5.3756 -3.9060 -5.6568
H -3.1035 -4.8927 -5.7003
H -1.4133 -4.1490 -4.0157
H -1.9908 -2.5070 -2.3387
H -1.9454 -4.5805 2.8090
H -0.5104 -6.0842 4.0502
H 1.9407 -5.6013 4.1996
H 2.8648 -3.6306 3.0310
N 1.5863 2.1728 -2.8512
C 1.9180 3.5072 -2.2552
C 1.3326 3.5958 -0.8226
N 2.0379 4.4579 0.0899
H 1.6149 2.1765 -3.8669
H 0.6361 1.8392 -2.5591
H 2.2313 1.4404 -2.4886
H 1.5154 4.2483 -2.9447
H 3.0034 3.5844 -2.2127
H 1.3728 2.5731 -0.4327
H 0.2800 3.8710 -0.8850
H 2.1340 5.4045 -0.2515
H 2.9494 4.0857 0.3254
S 1.0378 -2.7307 -2.3658
C 1.5746 -4.0442 -1.3139
C 2.9301 -4.2777 -1.0559
C 3.3380 -5.3216 -0.2386
C 2.4048 -6.1670 0.3460
C 1.0551 -5.9447 0.1073
C 0.6473 -4.8997 -0.7068
H 3.6638 -3.6238 -1.5128
H 4.3959 -5.4705 -0.0526
H 2.7221 -6.9717 0.9978
H 0.3104 -6.5751 0.5790
H -0.4082 -4.7219 -0.8776
F 5.8930 0.1992 1.2501
C 5.2208 -0.1363 0.1484
F 4.6634 -1.3293 0.3242
F 6.0805 -0.2070 -0.8694
S 3.9179 1.1141 -0.1894
O 3.0472 1.0574 0.9658
O 4.6045 2.3476 -0.4568
O 3.2380 0.5499 -1.3834
*
```

For the HOMO energy, the calculation gives -4.23 eV. As for the gap between HOMO and LUMO: 6.121 eV. As for the relative energy (zero: lowest compared OMol25 entry of this formula, charge and spin): 89.2 kJ/mol.


| no. | total energy (Eh) |
| --- | --- |
| 1 | -2580.05172 |
| 2 | -1292.19873 |
| 3 | -344.45217 |
| 4 | -1082.90040 |
| 5 | -1802.26238 |
| 6 | -3997.06490 |
| 7 | -4295.48580 |
| 8 | -3412.73417 |